Version w
C25H37As3N4O7STi | ωB97M-V/def2-TZVPD

Output
**Kohn-Sham gap**: 5.81 eV
**HOMO**: -13.113 eV

ORCA input file:
```
! RIJCOSX wB97M-V def2-TZVPD def2/J DEFGRID3
* xyz 2 1
Ti -0.04372 -1.44245 0.23153
O 1.86467 1.13471 2.48839
C 1.32303 0.10538 2.27808
O 1.11504 -0.31506 0.95039
C 0.81069 -0.83071 3.32426
C 1.17335 -0.52671 4.63478
C 0.73880 -1.34460 5.65482
C -0.05846 -2.44757 5.43289
C -0.43247 -2.72860 4.13230
C 0.00115 -1.94070 3.07158
O -0.34253 -2.23990 1.78473
N -1.31694 -3.90227 3.93088
O -1.97522 -3.94550 2.90770
O -1.33107 -4.72372 4.80670
N 1.12989 -1.02246 7.04929
O 1.84311 -0.06055 7.19930
O 0.70340 -1.75093 7.91072
H 1.78735 0.33815 4.84602
H -0.38770 -3.07242 6.25214
C -3.33645 -0.18625 -1.46088
As -2.53377 -1.65475 -0.49665
C -3.90324 -2.10124 0.77893
C -2.60208 -3.04640 -1.87699
C -1.89373 -4.39540 -1.69600
C -2.12175 -4.95885 -0.29814
C -0.38007 -4.31761 -1.99799
As 0.90203 -3.63293 -0.68508
C 1.13127 -5.01396 0.64018
C 2.55339 -3.74328 -1.66829
C -2.44591 -5.37010 -2.76707
As -4.35843 -5.80820 -3.13053
C -4.93832 -4.14514 -4.01388
C -5.29020 -5.53260 -1.42579
H -2.69207 0.15383 -2.26877
H -3.52500 0.63889 -0.77479
H -4.28287 -0.54558 -1.86905
H -4.80298 -2.33605 0.20702
H -4.08826 -1.23316 1.41142
H -3.60429 -2.94438 1.39655
H -2.28457 -2.54626 -2.79605
H -3.67584 -3.22607 -1.95745
H -1.70215 -4.31492 0.48436
H -1.66050 -5.94288 -0.19483
H -3.18057 -5.07306 -0.07511
H -0.19575 -3.73226 -2.90331
H -0.00198 -5.33025 -2.17810
H 1.11055 -5.97710 0.12750
H 0.34260 -4.97415 1.38652
H 2.10217 -4.87748 1.11767
H 2.71945 -4.80362 -1.86665
H 3.37395 -3.35046 -1.07026
H 2.48997 -3.19939 -2.60782
H -1.97751 -6.34342 -2.59738
H -2.10269 -5.04725 -3.75650
H -4.12273 -3.72395 -4.60141
H -5.31111 -3.39544 -3.31582
H -5.74565 -4.39689 -4.69920
H -5.01639 -6.30328 -0.70748
H -6.35076 -5.64866 -1.64763
H -5.14321 -4.54589 -0.98516
N 2.66399 0.00568 -1.61325
C 1.76242 -0.36420 -2.51344
S 0.07859 -0.48447 -2.06313
N 2.10081 -0.63591 -3.76482
C 3.43558 -0.56329 -4.31134
C 4.15955 0.61938 -4.23453
C 5.43360 0.66307 -4.78388
C 5.95807 -0.45394 -5.41837
C 5.21097 -1.61961 -5.51256
C 3.94180 -1.68043 -4.95626
H 2.34911 0.33983 -0.71187
H 3.62783 0.16176 -1.87687
H 1.36026 -0.97753 -4.36232
H 3.72576 1.51222 -3.80293
H 6.00299 1.58041 -4.73720
H 6.94505 -0.41067 -5.85731
H 5.61502 -2.48312 -6.02147
H 3.35042 -2.58437 -5.03202
*
```


Version x
C25H37As3N4O7STi | ωB97M-V/def2-TZVPD

Output
**Kohn-Sham gap**: 5.73 eV
**HOMO**: -13.117 eV

ORCA input file:
```
! RIJCOSX wB97M-V def2-TZVPD def2/J DEFGRID3
* xyz 2 1
Ti -0.45782 -1.12858 0.16963
O -1.89364 -4.66436 -0.80943
C -2.00236 -3.52244 -0.51246
O -0.88249 -2.69941 -0.58713
C -3.25797 -2.85701 -0.06468
C -4.42325 -3.61319 -0.16108
C -5.62037 -3.05747 0.23469
C -5.71237 -1.77447 0.73442
C -4.55139 -1.03116 0.84730
C -3.31793 -1.55362 0.44839
O -2.19207 -0.82651 0.53131
N -4.66978 0.33662 1.37936
O -3.66336 0.85232 1.83846
O -5.75310 0.85771 1.31198
N -6.85918 -3.86529 0.11775
O -6.73941 -4.96929 -0.35917
O -7.88357 -3.33936 0.48334
H -4.39063 -4.62469 -0.54280
H -6.66697 -1.36199 1.02901
C 1.77842 -0.98003 3.43261
As 0.34318 -0.11448 2.46786
C -0.99896 0.20897 3.82053
C 1.16618 1.62159 2.04802
C 0.49871 2.62635 1.09952
C -0.99493 2.74966 1.37872
C 0.73642 2.28933 -0.39084
As -0.35433 0.95770 -1.33535
C -2.08171 1.75471 -1.68725
C 0.49216 0.87281 -3.07133
C 1.20099 3.99559 1.28913
As 1.50344 4.97901 3.00959
C 2.93861 3.88120 3.80328
C 0.04583 4.40795 4.19749
H 2.61734 -1.18510 2.77228
H 1.41762 -1.91105 3.86435
H 2.09766 -0.31153 4.23133
H -0.55314 0.82499 4.60061
H -1.30392 -0.74446 4.24805
H -1.86225 0.70675 3.38864
H 2.18305 1.38448 1.72478
H 1.24641 2.07962 3.03401
H -1.52612 1.80477 1.21116
H -1.45094 3.50301 0.73295
H -1.18841 3.04365 2.40734
H 1.77197 1.98259 -0.55581
H 0.56681 3.19170 -0.98522
H -1.93663 2.79892 -1.96127
H -2.71146 1.69034 -0.80384
H -2.55024 1.22939 -2.51777
H 0.38417 1.84951 -3.54154
H 0.00817 0.12011 -3.68967
H 1.54890 0.63633 -2.96188
H 0.67912 4.71721 0.65518
H 2.21817 3.93348 0.88596
H 3.59941 3.50528 3.02184
H 2.56542 3.04709 4.39843
H 3.52812 4.52189 4.45636
H -0.90715 4.81664 3.86549
H 0.27025 4.84289 5.17151
H -0.03875 3.32784 4.32206
N 1.50257 -2.83762 -2.25949
C 2.31064 -1.96963 -1.67929
S 2.01577 -1.36874 -0.06332
N 3.39811 -1.53504 -2.28977
C 3.85635 -1.97261 -3.58352
C 4.13763 -3.31539 -3.79832
C 4.58135 -3.71506 -5.05043
C 4.76114 -2.77783 -6.05911
C 4.50196 -1.43599 -5.82121
C 4.04149 -1.02551 -4.57906
H 0.74318 -3.24544 -1.73134
H 1.73581 -3.22355 -3.16466
H 3.92908 -0.82467 -1.80660
H 4.04870 -4.03327 -2.99171
H 4.80771 -4.75711 -5.22966
H 5.11803 -3.09228 -7.03014
H 4.65995 -0.70607 -6.60326
H 3.84064 0.02130 -4.38528
*
```


Bottom line: version x, by a margin of 0.130 eV.


Version w
C3H12NO4 | ωB97M-V/def2-TZVPD

Output
**Kohn-Sham gap**: 11.90 eV
**HOMO**: -15.004 eV

ORCA input file:
```
! RIJCOSX wB97M-V def2-TZVPD def2/J DEFGRID3
* xyz 1 1
O -0.46030 -1.13792 -1.06462
C 0.48461 -0.44773 -0.85622
O 1.77065 -0.81617 -0.88521
C 0.39049 1.01628 -0.39804
C 0.34753 1.91212 -1.63513
N -1.00971 1.14896 0.23076
H 1.82080 -1.65035 -1.35956
H 1.16901 1.34398 0.27091
H 1.32730 1.96545 -2.09328
H -0.36869 1.63599 -2.40713
H 0.19515 2.95226 -1.32490
H -1.64645 1.50558 -0.46393
H -0.94650 1.73651 1.06758
H -1.49220 0.25780 0.52247
H -1.02420 -1.36633 1.65872
H -2.47424 -1.91825 1.64558
O -1.96413 -1.12847 1.57473
H 0.62936 -0.36240 2.87685
H 1.55215 -1.07827 1.95404
O 0.85033 -0.42223 1.93196
*
```


Version x
C3H12NO4 | ωB97M-V/def2-TZVPD

Output
**Kohn-Sham gap**: 11.57 eV
**HOMO**: -14.580 eV

ORCA input file:
```
! RIJCOSX wB97M-V def2-TZVPD def2/J DEFGRID3
* xyz 1 1
C -0.71813 0.29107 -1.20078
C -0.39061 -1.17046 -1.49462
C -1.17416 -2.18059 -0.73631
O -1.35890 -3.27648 -1.48053
O -1.48486 -2.09437 0.42551
N -0.34922 0.45877 0.28584
H -0.08091 1.01506 -1.75866
H -1.78597 0.48498 -1.18460
H 0.70189 -1.41337 -1.21718
H -0.47482 -1.38819 -2.55143
H -1.77323 -3.99971 -0.98696
H 0.56368 0.06522 0.59167
H -1.14360 0.16943 0.86884
H -0.08553 1.39988 0.64083
H -0.25315 3.36558 2.89044
H 0.29971 3.65367 1.40208
O -0.22293 3.08722 1.97468
H 3.55115 1.26940 1.08506
H 3.25976 -0.28413 1.39094
O 2.91983 0.54700 1.05519
*
```


Bottom line: version w, by a margin of 0.226 eV.


Version w
C2H10NOS2 | ωB97M-V/def2-TZVPD

Output
**Kohn-Sham gap**: 8.93 eV
**HOMO**: -12.375 eV

ORCA input file:
```
! RIJCOSX wB97M-V def2-TZVPD def2/J DEFGRID3
* xyz 1 1
N 1.01034 0.26992 0.79637
C -0.09693 -0.67754 0.33510
C -1.32897 0.18314 0.01132
S -2.61895 -0.97081 -0.72187
S -3.95253 0.37915 -1.42327
H 1.81613 0.25207 0.14493
H 1.46108 -0.03949 1.65486
H 0.60733 1.20565 0.77835
H -0.43328 -1.36566 1.11643
H 0.23034 -1.10229 -0.60668
H -1.78746 0.43335 0.95640
H -1.30026 1.01094 -0.70915
H -4.87574 0.32430 -0.34930
H 4.06949 -0.49536 -0.17739
H 3.85552 0.56407 -1.21376
O 3.34389 0.02858 -0.59236
*
```


Version x
C2H10NOS2 | ωB97M-V/def2-TZVPD

Output
**Kohn-Sham gap**: 8.57 eV
**HOMO**: -12.084 eV

ORCA input file:
```
! RIJCOSX wB97M-V def2-TZVPD def2/J DEFGRID3
* xyz 1 1
N -0.85802 1.12097 -0.32893
C 0.60430 1.11466 -0.67162
C 1.11795 -0.30849 -0.52561
S 0.21412 -1.41031 -1.62823
S 1.10972 -3.20944 -0.96477
H -1.06752 0.81142 0.65123
H -1.42305 0.60632 -1.00326
H -1.18660 2.10247 -0.31817
H 1.06235 1.80344 0.03011
H 0.71403 1.48448 -1.68431
H 2.17851 -0.37456 -0.72177
H 0.98893 -0.51263 0.53801
H -0.03031 -3.85587 -1.24035
H -1.42897 -0.52626 2.60308
H -0.74364 0.78712 2.98566
O -1.25178 0.36668 2.27894
*
```


Bottom line: version x, by a margin of 0.377 eV.


Version w
H2NP | ωB97M-V/def2-TZVPD

Output
**Kohn-Sham gap (spin up / spin down)**: 9.16 / 7.40 eV
**HOMO (spin up / spin down)**: -9.713 / -8.087 eV

ORCA input file:
```
! RIJCOSX wB97M-V def2-TZVPD def2/J DEFGRID3
* xyz 0 1
N 1.16913 0.54728 -0.01456
P 0.68666 -0.87771 -0.01330
H 0.40263 1.24968 0.02433
H -1.87778 -0.90871 0.34735
*
```


Version x
H2NP | ωB97M-V/def2-TZVPD

Output
**Kohn-Sham gap**: 9.27 eV
**HOMO**: -9.467 eV

ORCA input file:
```
! RIJCOSX wB97M-V def2-TZVPD def2/J DEFGRID3
* xyz 0 1
N -0.69359 -0.02498 0.05535
P 0.83721 0.07096 0.03377
H -1.14926 1.24221 -0.06415
H 1.00564 -1.28819 -0.02497
*
```


Bottom line: version x, by a margin of 1.446 eV.